Entry 1:
This record from the OMol25 dataset describes C61H70BrHgN8O5 as an isolated structure. The level of theory is ωB97M-V/def2-TZVPD.

Output
maximum force: 1.549 eV/Å
HOMO level (spin up / spin down): -1.104 / -2.617 eV
⟨S²⟩: 0.79
total charge: -2
lowest unoccupied orbital energy (spin up / spin down): 3.663 / 3.663 eV
relative energy (zero: lowest compared OMol25 entry of this formula, charge and spin): 0.401 eV
HOMO-LUMO gap (spin up / spin down): 4.8 / 6.3 eV
spin multiplicity: 2

```
146
Properties=species:S:1:pos:R:3:forces:R:3
Hg -1.000262 0.092832 0.057619 -0.04 0.64 0.50
C -4.408762 2.169432 -0.019081 -0.10 -0.09 -0.01
N -3.038962 2.482332 -0.370681 -0.13 0.05 -0.09
C -2.656162 3.748432 0.218819 0.15 -0.03 -0.03
C -2.897762 2.485632 -1.814981 0.19 0.02 -0.11
C -1.454462 2.623432 -2.286381 -0.41 0.11 0.10
N -0.629062 1.450232 -2.012981 0.11 0.33 -0.33
C 0.776838 1.859932 -1.886281 0.23 -0.17 0.09
C 1.002338 2.991032 -0.917881 0.03 -0.28 -0.04
C 1.604838 4.132332 -1.407881 0.03 0.13 0.16
C 1.922438 5.216732 -0.601981 0.04 0.02 -0.06
C 1.610438 5.098832 0.746519 0.09 0.14 -0.21
C 1.015738 3.979232 1.298119 -0.15 -0.19 0.13
C 0.665938 2.866532 0.459919 0.25 0.64 -0.28
O 0.084038 1.822932 0.947519 -0.12 -0.26 0.31
C 0.854538 3.882132 2.815419 0.02 -0.05 0.20
C 1.181938 5.184432 3.562919 -0.02 -0.23 -0.19
C -0.572762 3.485732 3.204319 0.03 0.00 -0.11
C 1.826438 2.794432 3.290219 -0.08 0.06 -0.06
C 2.621838 6.423332 -1.208381 0.05 0.13 -0.08
C 1.718138 7.066732 -2.269781 0.14 -0.03 0.12
C 2.970938 7.491532 -0.168781 -0.07 -0.19 -0.18
C 3.929338 5.966432 -1.873281 -0.14 0.11 0.07
C -0.787862 0.502032 -3.125781 -0.09 -0.18 -0.12
C -0.023462 -0.797168 -3.084981 -0.33 0.10 0.17
C 0.913038 -1.050468 -4.067381 0.08 -0.07 0.02
C 1.531538 -2.288268 -4.189581 0.06 -0.05 0.00
C 1.124838 -3.281668 -3.307181 0.11 0.14 -0.05
C 0.177338 -3.087668 -2.318781 -0.24 0.08 0.16
C -0.395162 -1.795768 -2.147681 0.46 -0.25 -0.76
O -1.284062 -1.553368 -1.225381 -0.44 -0.53 -0.27
C -0.309062 -4.259968 -1.471781 -0.08 -0.13 0.11
C -1.794562 -4.483068 -1.790281 0.12 0.08 0.05
C 0.447238 -5.564168 -1.759581 -0.12 0.26 0.03
C -0.150562 -3.944568 0.018119 -0.04 0.14 -0.02
C 2.544338 -2.541868 -5.298181 0.06 0.02 -0.13
C 1.841838 -2.388268 -6.656281 0.14 -0.04 0.12
C 3.693138 -1.529668 -5.198881 -0.10 -0.14 -0.05
C 3.142638 -3.951668 -5.239381 -0.12 0.26 0.00
H -4.660862 1.181332 -0.399081 -0.02 0.02 0.02
H -4.506362 2.155132 1.065119 -0.06 -0.01 0.06
H -5.121462 2.911632 -0.429181 0.04 0.02 0.03
H -3.151062 4.603932 -0.279481 -0.03 -0.01 0.03
H -1.578762 3.882732 0.171319 0.03 0.14 0.01
H -2.939762 3.743532 1.269619 0.02 0.04 0.05
H -3.484662 3.318632 -2.265381 0.05 -0.13 0.07
H -3.314362 1.547732 -2.185581 -0.07 -0.02 0.00
H -0.997162 3.486332 -1.796481 -0.13 -0.09 -0.15
H -1.465362 2.828632 -3.373381 0.05 0.03 0.11
H 1.152638 2.169332 -2.879981 -0.01 -0.03 0.08
H 1.341738 0.981332 -1.568081 -0.01 0.05 -0.14
H 1.837838 4.156332 -2.467081 0.00 0.01 -0.06
H 1.854638 5.917832 1.402019 0.05 0.09 0.08
H 0.561738 6.010032 3.215219 -0.05 0.11 -0.04
H 2.229138 5.461532 3.458819 0.13 0.07 -0.03
H 0.984338 5.042332 4.625319 -0.03 -0.06 0.09
H -1.262862 4.305932 3.011519 -0.12 0.11 -0.02
H -0.621862 3.232732 4.264219 0.00 0.01 0.14
H -0.866762 2.625432 2.613819 -0.13 -0.05 0.04
H 2.851638 3.069132 3.044819 0.12 0.03 -0.03
H 1.585138 1.862432 2.789719 0.07 -0.15 -0.01
H 1.757438 2.646332 4.368119 -0.04 -0.03 0.15
H 0.803538 7.437832 -1.811281 -0.13 0.01 0.03
H 1.448538 6.345132 -3.036281 -0.07 -0.07 -0.10
H 2.228138 7.901932 -2.749481 0.06 0.14 -0.09
H 2.073338 7.883332 0.304319 -0.08 0.05 0.12
H 3.486738 8.319132 -0.655481 0.05 0.09 -0.04
H 3.626938 7.084032 0.596819 0.06 0.00 0.15
H 3.731538 5.263432 -2.677681 0.02 -0.09 -0.09
H 4.566238 5.472932 -1.142281 0.09 -0.06 0.06
H 4.465938 6.820232 -2.288081 0.09 0.10 -0.07
H -0.519462 1.029132 -4.064781 -0.08 -0.10 0.13
H -1.852962 0.250632 -3.167981 0.06 0.08 -0.04
H 1.146238 -0.254068 -4.767381 0.01 0.05 -0.02
H 1.573638 -4.255368 -3.389881 0.03 -0.15 -0.04
H -1.928362 -4.705068 -2.849381 -0.01 -0.04 -0.10
H -2.348662 -3.580468 -1.553581 -0.14 0.04 0.02
H -2.200362 -5.309768 -1.207481 -0.05 -0.10 0.09
H 0.294538 -5.895868 -2.785681 0.04 -0.05 -0.13
H 0.077938 -6.347468 -1.099181 -0.07 -0.05 0.08
H 1.514038 -5.446468 -1.576581 0.15 -0.04 0.00
H -0.690762 -3.033268 0.257019 0.01 0.01 0.13
H 0.899338 -3.791868 0.263519 0.17 -0.02 0.08
H -0.545162 -4.757568 0.627919 -0.02 -0.14 0.06
H 1.449038 -1.382268 -6.778481 -0.07 0.12 -0.03
H 1.010838 -3.087968 -6.721781 -0.10 -0.05 -0.03
H 2.532238 -2.591968 -7.475781 0.10 0.00 -0.12
H 3.329438 -0.512568 -5.317281 -0.02 0.14 0.01
H 4.437838 -1.720468 -5.972481 0.10 0.01 -0.11
H 4.175538 -1.604268 -4.227181 0.07 0.01 0.12
H 2.370338 -4.701068 -5.400181 -0.03 -0.15 0.04
H 3.618138 -4.131868 -4.278181 0.06 -0.08 0.11
H 3.894838 -4.067568 -6.020181 0.06 0.01 -0.08
Br -1.247162 -3.247568 6.522319 0.11 -0.04 -0.06
C 0.539538 -3.369768 5.858919 -0.16 0.05 0.23
C 1.585038 -2.953368 6.664619 -0.35 -0.10 0.05
C 2.871238 -2.967568 6.168919 0.24 -0.13 -0.48
C 3.119238 -3.347768 4.839519 -1.25 -0.20 0.30
C 2.048638 -3.866768 4.085919 0.36 0.02 0.16
C 0.766738 -3.858668 4.582319 -0.15 -0.04 0.08
N 4.395338 -3.306968 4.344619 1.49 -0.27 0.34
N 4.742338 -2.837268 3.221019 0.45 -0.24 0.17
C 3.961738 -2.074068 2.427319 -0.43 0.55 -0.51
C 4.295438 -2.094368 1.054919 -0.22 -0.13 0.32
C 3.427038 -1.674968 0.090419 0.08 -0.07 -0.31
C 2.125838 -1.172368 0.400819 0.16 0.09 -0.42
O 1.346538 -0.756368 -0.471781 0.29 -0.17 0.27
C 1.782138 -1.099668 1.823219 0.30 -0.13 0.49
N 0.549138 -0.689868 2.138319 -0.41 -0.01 0.06
C 0.269638 -0.437768 3.396319 -0.11 0.04 0.08
C 1.243038 -0.427268 4.396519 0.33 -0.08 0.02
C 2.502338 -0.881668 4.094019 -0.27 0.39 -0.04
C 2.758038 -1.378268 2.802719 -0.09 0.16 -0.20
H 1.384538 -2.595368 7.664319 -0.01 0.00 0.06
H 3.692438 -2.610168 6.775119 0.09 0.00 -0.01
H 2.237538 -4.230168 3.085719 0.00 0.05 -0.10
H -0.051162 -4.203968 3.969019 -0.12 -0.03 -0.03
H 5.246338 -2.536868 0.788219 0.07 -0.07 0.00
H 3.673838 -1.755968 -0.959881 0.02 0.08 -0.05
H -0.753662 -0.181968 3.627519 0.02 0.01 0.04
H 1.002338 -0.067468 5.388419 -0.04 0.00 0.00
H 3.295738 -0.834268 4.827019 -0.03 -0.11 -0.05
O -6.724862 -5.201768 -0.297081 -0.05 -0.15 -0.61
N -6.416162 -4.718968 0.815319 0.08 0.18 0.15
O -6.868162 -5.223668 1.867719 -0.13 -0.17 0.45
C -5.589562 -3.608468 0.918119 0.05 -0.01 0.63
C -5.328462 -3.129168 2.206919 -0.29 -0.38 0.00
C -4.515562 -2.025368 2.442919 0.28 0.28 -0.08
C -4.285462 -1.517968 3.748119 0.14 0.09 -0.31
C -3.502862 -0.405568 3.897819 -0.06 0.00 0.01
C -2.901462 0.165232 2.768619 -0.05 0.09 0.01
N -3.058862 -0.313568 1.541219 0.08 0.18 0.10
C -3.892462 -1.341568 1.357419 -0.20 -0.11 0.65
C -4.258762 -1.734768 0.018219 -0.34 -0.34 -0.41
N -3.899362 -0.908168 -0.965981 -0.02 0.14 -0.18
C -4.190362 -1.228368 -2.207081 0.01 0.05 -0.12
C -4.828262 -2.409168 -2.559681 -0.06 -0.01 0.19
C -5.281862 -3.235768 -1.553181 0.04 0.06 -0.33
C -5.053362 -2.894068 -0.209981 0.15 0.06 -0.40
H -5.784862 -3.642068 3.039819 0.00 -0.01 -0.02
H -4.746362 -2.008868 4.594219 -0.01 -0.03 0.06
H -3.328862 0.023032 4.875819 0.04 0.05 0.02
H -2.284862 1.049232 2.858519 0.11 0.02 -0.01
H -3.912062 -0.504868 -2.965781 0.09 -0.01 -0.10
H -4.986862 -2.660468 -3.599881 -0.03 0.01 -0.02
H -5.823062 -4.136168 -1.790181 0.01 0.01 0.13
```
Forces are in eV/Å.

=====

Entry 2:
This record from the OMol25 dataset describes a 3-piece molecular cluster, C21H12BCl6F6O3S overall. The level of theory is ωB97M-V/def2-TZVPD.

Output
maximum force: 1.815 eV/Å
HOMO level: -3.741 eV
total charge: -1
lowest unoccupied orbital energy: 2.021 eV
HOMO-LUMO gap: 5.8 eV

```
50
Properties=species:S:1:pos:R:3:forces:R:3
Cl 0.882170 1.232679 0.595079 -0.20 1.30 -0.70
C -2.840646 0.919738 -3.769909 -0.34 0.04 1.72
Cl -2.521025 0.481891 -5.383501 0.15 -0.08 -0.53
C -2.702865 -0.149776 -2.763916 -0.23 0.59 0.23
O -2.372754 -1.301102 -3.058843 0.23 -0.32 -0.12
C -3.002057 0.237918 -1.372809 -0.07 0.90 -1.58
Cl -2.748542 -0.937197 -0.175203 0.04 -0.62 0.47
C -3.475467 1.499158 -1.067176 0.32 0.06 -1.07
Cl -3.952667 1.854078 0.544083 -0.05 0.18 0.44
C -3.569375 2.504615 -2.059855 0.26 -1.22 -0.41
Cl -4.041466 4.078218 -1.615398 -0.35 0.88 0.12
C -3.247030 2.198473 -3.408576 0.11 -0.68 1.09
Cl -3.336202 3.444388 -4.587819 -0.06 0.25 -0.29
C 0.820363 0.119146 5.443857 -0.17 0.14 0.44
C 1.353555 -0.383505 4.159866 1.23 -0.16 -0.87
C 2.628576 -0.163026 3.653886 -0.80 -0.32 0.21
C 2.855137 -0.827457 2.421322 -1.16 -0.27 -0.27
C 1.725937 -1.497365 1.956357 0.74 0.75 1.24
B 0.335558 2.939713 0.253895 -0.05 -1.64 0.37
C 1.527852 -2.099649 0.662857 -0.13 -0.23 -1.36
C 0.353969 -2.808169 0.356966 0.61 0.01 0.36
C 0.236293 -3.474495 -0.845785 -0.19 -0.06 -0.30
C -0.923857 -4.420261 -1.051053 -0.89 -0.03 -0.46
F -0.465089 -5.716753 -1.105334 -0.39 0.78 0.05
F -1.834951 -4.363686 -0.032897 0.79 -0.16 -0.77
F -1.600528 -4.188862 -2.205185 0.69 -0.35 0.99
C 1.199726 -3.343077 -1.847480 0.09 0.02 0.31
C 2.317692 -2.559738 -1.578636 0.09 0.12 -0.07
C 3.415040 -2.407646 -2.599394 0.01 0.34 -0.41
F 4.073516 -1.215605 -2.441974 -0.26 -1.09 -0.22
F 4.346204 -3.411430 -2.494253 -0.58 0.87 -0.22
F 2.933351 -2.426575 -3.872703 0.54 -0.14 0.84
C 2.486330 -1.927598 -0.356365 -0.43 -0.45 0.78
O -0.925972 3.179134 -0.245097 1.24 0.36 0.90
C -1.257634 4.450143 0.356800 -0.78 0.09 -0.44
C 0.035884 5.001430 0.965529 0.29 0.52 0.05
O 1.056763 3.993946 0.765412 -1.05 -0.16 -0.13
S 0.438407 -1.406128 3.122430 0.61 0.46 -0.20
H 1.622507 0.042147 6.186414 -0.33 0.09 0.09
H 0.513793 1.170647 5.367365 0.02 -0.21 0.04
H -0.045241 -0.468835 5.771504 0.21 0.17 0.05
H 3.362569 0.472909 4.147503 -0.19 -0.23 -0.05
H 3.777152 -0.782137 1.854852 -0.09 0.09 0.11
H -0.440565 -2.861377 1.096005 0.11 -0.16 -0.18
H 1.089440 -3.830657 -2.809397 -0.06 0.02 0.12
H 3.366636 -1.329588 -0.144847 -0.14 -0.10 -0.24
H -1.669600 5.107542 -0.419537 0.08 -0.22 0.25
H -2.032236 4.267804 1.117142 0.20 0.07 -0.29
H 0.330470 5.935024 0.469234 0.12 -0.24 0.21
H -0.079114 5.170956 2.044593 0.17 0.04 -0.28
```
Forces are in eV/Å.

=====

Entry 3:
This record from the OMol25 dataset describes C3H6HgO4 as an isolated structure. The level of theory is ωB97M-V/def2-TZVPD.

Output
maximum force: 6.111 eV/Å
HOMO level (spin up / spin down): -13.666 / -14.724 eV
⟨S²⟩: 0.75
total charge: +1
lowest unoccupied orbital energy (spin up / spin down): -5.398 / -5.818 eV
relative energy (zero: lowest compared OMol25 entry of this formula, charge and spin): 1.689 eV
HOMO-LUMO gap (spin up / spin down): 8.3 / 8.9 eV
spin multiplicity: 2

```
14
Properties=species:S:1:pos:R:3:forces:R:3
O 1.036130 0.869461 -1.699993 2.07 3.72 -0.47
O -0.101116 2.561844 -2.655841 -0.33 -0.51 0.17
C 0.013194 1.296138 -2.310525 0.19 3.08 -0.62
O -0.941497 0.510717 -2.573275 -1.53 1.87 -2.22
H -0.343208 -2.246398 0.536902 0.00 -0.16 0.20
Hg 0.089923 -0.879597 -1.616287 -0.58 -5.66 -2.22
O 0.015032 -1.417982 0.197389 -0.24 -3.16 4.36
H 0.603318 3.084633 -2.249248 0.20 -0.03 -0.11
C 0.183340 -0.452130 1.242897 -4.17 2.46 2.27
C -0.171184 -0.899356 2.595465 2.31 -3.04 0.84
H -0.906313 0.113679 1.521272 2.54 0.59 -2.93
H 0.613944 -1.406802 3.163346 -0.12 0.64 0.62
H 1.080145 0.136068 1.016124 -0.48 -0.15 0.46
H -1.171709 -1.270275 2.831774 0.14 0.36 -0.35
```
Forces are in eV/Å.

=====

Entry 4:
This record from the OMol25 dataset describes C30H22N6OSTi as an isolated structure. The level of theory is ωB97M-V/def2-TZVPD.

Output
maximum force: 1.021 eV/Å
HOMO level: -20.019 eV
total charge: +4
lowest unoccupied orbital energy: -13.300 eV
HOMO-LUMO gap: 6.7 eV

```
61
Properties=species:S:1:pos:R:3:forces:R:3
Ti 0.340771 0.026191 -0.125992 -0.23 0.13 0.44
C -1.225062 -3.855004 -1.309948 -0.04 -0.12 -0.03
C -1.125522 -2.479011 -1.153424 0.10 0.11 0.07
N -0.049912 -1.905157 -0.610002 0.18 -0.48 -0.11
C 0.984090 -2.696792 -0.172725 -0.05 0.16 -0.07
C 0.964230 -4.081546 -0.309070 -0.02 -0.20 -0.04
C -0.185589 -4.656072 -0.894497 0.03 -0.08 0.01
C 2.096782 -4.848385 0.124913 -0.08 -0.06 -0.04
C 3.182690 -4.238329 0.646398 0.10 0.04 0.05
C 3.216875 -2.811566 0.801679 0.12 -0.12 0.20
C 4.320690 -2.117836 1.344125 0.08 -0.06 0.01
C 4.288322 -0.746155 1.471878 0.10 -0.03 0.05
C 3.155998 -0.055404 1.070995 -0.19 -0.07 -0.06
N 2.086727 -0.683272 0.558627 0.54 -0.29 -0.03
C 2.112445 -2.056306 0.422972 0.03 0.23 -0.18
H -2.115460 -4.276782 -1.757041 0.02 0.01 0.01
H -1.929352 -1.827280 -1.467312 -0.06 0.06 -0.02
H -0.243517 -5.732218 -1.015264 0.01 0.01 0.00
H 2.070106 -5.925363 0.015889 -0.01 0.01 -0.01
H 4.043447 -4.817610 0.958137 -0.01 0.03 0.00
H 5.199523 -2.672973 1.654233 -0.02 0.01 0.00
H 5.127568 -0.198229 1.878080 0.00 -0.01 0.00
H 3.104577 1.021432 1.163810 -0.02 0.07 0.00
N -1.927177 2.822519 -2.138507 -0.21 0.14 0.12
C -2.807499 3.534808 -1.285454 0.02 -0.04 -0.05
C -3.796294 4.331231 -1.817653 -0.07 0.05 -0.12
C -4.618801 5.057177 -0.958533 -0.01 0.01 0.02
C -4.451552 5.008407 0.424916 -0.06 0.04 -0.06
C -3.455620 4.223091 0.970663 0.06 -0.04 -0.01
C -2.652740 3.467864 0.106406 0.13 0.07 0.00
S -1.424519 2.510839 0.800190 0.07 -0.24 0.00
N -0.446787 2.047877 -0.478754 -0.13 -0.17 -0.14
C -0.861262 2.173595 -1.751675 0.19 0.04 0.03
C 0.019613 1.480112 -2.719019 0.08 0.00 0.20
C 0.145727 1.803227 -4.043869 0.04 0.07 -0.24
C 1.087878 1.110553 -4.811758 -0.02 0.03 -0.04
C 1.858966 0.130505 -4.213137 0.02 0.02 -0.09
C 1.663340 -0.150983 -2.871018 -0.09 -0.01 0.10
N 0.764670 0.511189 -2.126393 -0.14 0.07 -0.34
H -2.150534 2.841733 -3.128208 -0.01 0.02 -0.01
H -3.928193 4.404736 -2.892187 -0.02 0.02 0.04
H -5.394287 5.684536 -1.380434 0.01 -0.01 0.00
H -5.092632 5.591405 1.072695 0.00 0.01 -0.02
H -3.306513 4.185958 2.044453 0.01 -0.01 -0.03
H -0.429659 2.602302 -4.495753 0.02 -0.02 0.01
H 1.218276 1.352867 -5.860261 0.00 0.00 0.03
H 2.608778 -0.412970 -4.772831 -0.01 -0.01 0.00
H 2.238914 -0.923286 -2.377079 0.01 -0.02 0.02
O -2.127920 1.015441 0.975471 -0.09 -0.17 0.05
N -1.006924 0.124152 1.098734 -0.20 0.91 0.42
C 0.233807 -0.655053 5.021497 0.01 0.01 0.03
C -0.690861 -1.501351 4.412304 0.03 0.00 0.06
C -1.090313 -1.267221 3.110200 -0.02 -0.13 -0.18
C -0.557939 -0.172148 2.426397 -0.14 0.02 -0.05
C 0.366042 0.686835 3.042375 -0.02 -0.02 -0.08
C 0.769528 0.436601 4.337310 0.01 -0.07 0.11
H 0.531677 -0.837904 6.046712 -0.01 -0.01 -0.02
H -1.110440 -2.333248 4.962596 0.01 0.02 0.00
H -1.823907 -1.901912 2.627875 0.00 0.01 0.02
H 0.748758 1.556584 2.516652 0.00 0.07 -0.02
H 1.475980 1.093579 4.828594 -0.02 -0.02 -0.01
```
Forces are in eV/Å.